{"formula": "C29H87FO15Si", "method": "the ωB97M-V functional and the def2-TZVPD basis", "elements": ["H", "O", "H", "H", "C", "H", "O", "C", "H", "C", "C", "C", "H", "Si", "H", "H", "H", "H", "H", "H", "C", "C", "O", "O", "H", "C", "H", "H", "H", "H", "F", "H", "H", "H", "H", "O", "C", "H", "O", "H", "H", "O", "O", "H", "H", "H", "H", "C", "C", "H", "H", "O", "H", "H", "H", "H", "H", "C", "O", "C", "H", "H", "H", "H", "O", "H", "C", "C", "H", "H", "H", "H", "H", "C", "H", "H", "C", "H", "H", "C", "H", "H", "H", "O", "O", "H", "H", "C", "H", "C", "C", "H", "C", "H", "H", "O", "H", "H", "C", "H", "H", "H", "H", "H", "O", "H", "H", "H", "H", "H", "H", "H", "H", "C", "C", "C", "H", "C", "H", "C", "H", "H", "H", "H", "H", "H", "H", "C", "H", "H", "H", "H", "H"], "positions_angstrom": [[0.718, -3.477, 2.722], [-6.192, 2.059, 2.545], [0.651, -1.737, 0.455], [-4.264, 0.104, 9.213], [2.084, -2.471, -2.176], [-9.654, 5.351, -0.301], [4.079, -2.192, -4.981], [0.697, 1.222, -6.150], [6.346, -0.725, -5.080], [-2.594, 2.278, 2.701], [3.688, -4.500, 5.655], [-0.098, 4.879, -0.436], [3.568, -6.580, 6.211], [-0.641, -1.620, -1.728], [5.541, 0.843, -5.202], [0.716, 1.055, -0.923], [0.896, -2.660, -9.863], [6.824, -0.040, -8.864], [7.661, 0.514, -0.103], [-6.273, -0.372, 10.619], [9.398, -0.266, -8.522], [-6.614, 0.814, 3.097], [0.503, 0.936, -4.766], [0.971, 0.716, -0.051], [-3.288, 0.322, 10.664], [1.316, -5.054, 1.737], [-2.049, 4.884, -0.395], [2.609, -4.369, 5.560], [1.322, -5.325, 0.681], [-4.571, 3.278, 6.648], [2.718, -1.485, -1.420], [1.876, -3.392, -8.586], [-1.488, -0.526, -2.260], [-2.610, 3.257, 3.185], [-0.221, 1.634, -6.578], [6.319, 0.102, -2.450], [0.544, -6.075, 2.548], [-1.075, -1.657, 0.691], [-1.368, 4.502, -0.957], [-8.551, 0.766, 2.145], [9.697, 0.684, -8.967], [-0.247, 0.149, 0.422], [-8.225, 3.687, 1.267], [2.782, 1.748, -5.968], [-7.863, 5.515, 2.179], [1.144, -0.953, -3.348], [7.409, 1.848, -2.218], [-1.892, 1.254, 3.572], [0.853, -1.878, -2.846], [-2.070, 2.372, 1.747], [-6.286, 2.214, 8.128], [7.123, 0.546, -8.161], [4.305, -0.659, -3.614], [8.163, 0.537, -3.127], [-4.087, 1.632, 7.067], [0.876, 0.261, -6.628], [-1.441, -2.870, -1.764], [-8.886, 5.832, 0.305], [-6.587, 0.573, 6.900], [-4.300, 0.416, 10.258], [-4.777, 1.963, 5.474], [2.011, 2.346, -7.447], [-5.948, 0.040, 7.382], [4.171, -3.874, 4.900], [0.731, -3.756, 1.800], [-1.049, -1.313, -9.036], [8.256, -0.056, -7.545], [-5.269, -0.452, 11.038], [-6.963, 2.637, 2.475], [4.876, -2.632, -4.669], [0.536, -2.565, -3.637], [1.686, 3.128, -5.895], [-6.966, 2.524, 6.523], [4.062, -5.958, 5.465], [-5.720, 0.195, 3.172], [7.969, -1.009, -7.088], [-4.833, 2.225, 6.532], [8.561, 0.617, -6.745], [-9.531, 4.937, 2.157], [5.433, -0.222, -5.406], [2.773, -2.822, -2.943], [5.751, 0.293, -1.695], [-4.717, 2.104, 11.144], [-4.694, 1.783, 10.237], [3.637, -6.461, 4.203], [3.996, -4.142, 6.638], [2.355, -5.008, 2.079], [7.562, 0.764, -2.246], [-3.621, 1.977, 2.493], [8.266, 0.298, -0.986], [-8.624, 5.026, 1.562], [1.100, 4.671, 1.350], [-0.254, -1.248, 0.094], [-0.865, 1.580, 3.779], [1.810, -3.292, -1.506], [-0.679, -1.216, -8.153], [5.339, -0.361, -6.482], [5.143, -6.093, 5.579], [0.115, -2.365, -7.870], [10.262, -0.706, -8.023], [0.637, 4.425, -1.101], [0.329, 1.766, -4.310], [-5.315, -0.137, 12.083], [1.901, -1.638, -8.830], [-1.871, -0.029, 2.959], [8.434, -0.779, -1.021], [-7.957, -0.823, 2.655], [0.490, -2.220, -6.857], [-7.420, 3.720, 0.737], [-2.403, 1.131, 4.528], [-0.634, 4.849, 1.657], [-0.512, -3.263, -7.867], [-0.001, 3.319, 1.044], [-7.662, 0.139, 2.232], [-6.223, 1.944, 7.070], [4.227, -0.796, -4.693], [1.002, -7.062, 2.469], [1.863, 2.165, -6.381], [9.097, -0.935, -9.331], [1.266, -2.525, -8.843], [0.026, 5.966, -0.498], [0.531, -5.796, 3.603], [-9.217, 6.841, 0.553], [-1.459, 0.103, 2.096], [9.228, 0.799, -0.869], [-6.996, 0.976, 4.110], [-7.272, -0.026, 1.226], [0.106, 4.403, 0.988], [-0.487, -6.132, 2.199], [3.311, -0.311, -5.032], [-7.980, 5.911, -0.300], [4.070, -5.944, 3.517], [-4.962, -1.499, 11.014]], "lowdin_charge": [0.09, -0.11, 0.07, 0.10, -0.26, 0.08, -0.09, -0.31, 0.07, -0.08, -0.09, -0.33, 0.11, 0.72, 0.08, 0.09, 0.07, 0.08, 0.07, 0.08, -0.09, -0.31, -0.10, -0.03, 0.11, -0.31, 0.08, 0.07, 0.11, 0.08, -0.07, 0.07, -0.02, 0.08, 0.11, -0.09, -0.09, 0.08, -0.08, 0.07, 0.08, -0.25, -0.10, 0.06, 0.11, 0.05, 0.11, -0.31, -0.30, 0.06, 0.09, -0.09, 0.09, 0.11, 0.07, 0.09, -0.03, -0.09, -0.09, -0.32, 0.06, 0.08, 0.07, 0.07, -0.09, 0.08, -0.34, -0.09, 0.04, 0.08, 0.07, 0.07, 0.11, -0.32, 0.11, 0.10, -0.08, 0.11, 0.11, -0.10, 0.09, 0.09, 0.08, -0.09, -0.09, 0.07, 0.09, -0.32, 0.06, -0.09, -0.31, 0.08, -0.31, 0.11, 0.10, -0.09, 0.07, 0.11, -0.32, 0.07, 0.11, 0.08, 0.07, 0.07, -0.08, 0.08, 0.07, 0.10, 0.09, 0.10, 0.07, 0.11, 0.06, -0.09, -0.32, -0.31, 0.08, -0.08, 0.07, -0.09, 0.11, 0.07, 0.07, 0.04, 0.07, 0.10, 0.08, -0.09, 0.08, 0.09, 0.07, 0.07, 0.08]}

***

{"formula": "C2AgF5NO4S2", "method": "the ωB97M-V functional and the def2-TZVPD basis", "elements": ["O", "O", "F", "N", "F", "O", "Ag", "F", "C", "F", "S", "O", "C", "F", "S"], "positions_angstrom": [[2.401, 0.862, 1.213], [0.663, 0.541, -1.030], [-3.520, 0.723, -0.522], [-0.333, -1.155, 0.645], [2.830, -1.328, 1.366], [1.268, -1.890, -1.107], [1.693, 2.594, -0.499], [-1.857, -0.169, -1.574], [-2.644, -0.270, -0.496], [-3.295, -1.418, -0.550], [-1.555, -0.103, 1.072], [-2.343, -0.824, 2.116], [2.292, -0.274, 0.793], [3.552, 3.448, -1.112], [0.847, -0.738, -0.312]], "nbo_charge": [-0.56, -1.02, -0.33, -1.16, -0.30, -0.92, 0.89, -0.32, 0.77, -0.31, 1.33, -0.94, 0.61, -0.91, 2.18], "charge": -1}

***

| no. | orbital gap (eV) | HOMO level (eV) |
| --- | --- | --- |
| 1 | 9.977 | -9.37 |
| 2 | 8.960 | -6.41 |